Entry 1:
Formula: C44H83BF9I2NO11PS2
Source: OMol25
Level of theory: the ωB97M-V functional and the def2-TZVPD basis

Each line ends with the Mulliken charge.
Element x y z (Å)
C  6.90  -0.15  1.10  -1.312
C  6.12  -0.96  0.05  -0.762
P  4.37  -1.18  0.60  0.127
C  4.57  -2.67  1.68  -0.389
C  4.92  -2.22  3.12  -1.513
C  3.35  -1.40  -0.99  2.623
C  4.16  -2.19  -2.04  -1.651
C  4.79  -3.53  -1.63  -0.785
C  3.92  -4.79  -1.64  -0.120
O  4.56  -5.76  -0.82  -0.451
C  3.72  -6.34  0.15  -0.503
C  3.19  0.04  -1.61  -1.523
O  4.31  0.76  -1.98  -0.637
C  2.13  0.81  -0.80  0.924
C  2.57  1.39  0.56  -1.204
C  3.89  2.16  0.60  -1.820
C  1.77  2.04  -1.67  -0.413
C  0.60  2.89  -1.25  -1.319
O  -0.56  2.65  -1.42  -0.067
I  1.09  4.75  -0.27  0.077
N  1.06  -0.32  -0.70  1.686
C  0.35  -0.31  0.63  -0.692
S  -0.78  0.96  1.27  1.365
O  -0.79  0.59  2.66  -0.764
O  -1.96  1.01  0.49  -0.237
B  -0.09  -0.29  -1.84  0.527
C  0.05  0.18  -3.33  -0.290
O  -1.27  -0.74  -1.37  -0.565
C  1.83  -1.73  -0.81  -1.366
I  1.09  -2.83  -2.56  0.131
C  1.66  -2.71  0.38  0.950
C  0.55  -3.77  0.59  -1.570
C  -0.95  -3.50  0.44  -1.075
C  -1.66  -3.00  1.71  -0.129
C  -3.06  -3.56  1.81  0.569
F  -3.68  -3.47  0.61  -0.250
F  -3.02  -4.87  2.14  -0.340
C  -3.90  -2.82  2.90  0.608
F  -3.69  -1.52  2.78  -0.223
F  -3.41  -3.21  4.07  -0.302
S  -5.80  -3.09  2.90  1.430
F  -5.77  -3.86  4.27  -0.312
F  -5.62  -4.46  2.13  -0.298
F  -5.84  -2.31  1.51  -0.270
F  -5.99  -1.72  3.68  -0.309
F  -7.36  -3.26  2.82  -0.293
H  6.34  0.01  2.01  0.119
H  7.85  -0.63  1.33  0.368
H  7.15  0.83  0.70  0.293
H  6.21  -0.53  -0.94  1.087
H  6.56  -1.96  -0.04  0.654
H  3.72  -3.34  1.72  0.342
H  5.41  -3.27  1.31  0.827
H  4.65  -3.00  3.82  0.419
H  4.41  -1.29  3.38  0.265
H  5.99  -2.04  3.21  0.382
H  5.00  -1.54  -2.28  0.569
H  3.65  -2.29  -3.00  1.085
H  5.27  -3.48  -0.66  0.118
H  5.59  -3.71  -2.35  0.568
H  3.87  -5.21  -2.65  0.380
H  2.91  -4.62  -1.26  -0.209
H  4.31  -7.06  0.71  0.297
H  3.34  -5.59  0.86  0.088
H  2.87  -6.86  -0.30  0.292
H  2.70  -0.20  -2.56  0.511
H  4.93  0.84  -1.25  0.422
H  1.81  2.09  0.92  0.925
H  2.65  0.62  1.32  0.258
H  3.78  2.99  1.29  0.487
H  4.70  1.54  0.98  0.243
H  4.20  2.60  -0.35  0.309
H  1.64  1.81  -2.72  0.567
H  2.66  2.67  -1.65  0.899
H  -0.27  -1.19  0.70  -0.770
H  1.08  -0.42  1.43  0.156
H  -0.12  2.13  1.16  0.039
H  1.05  0.15  -3.76  0.366
H  -0.57  -0.48  -3.93  -0.345
H  -0.34  1.19  -3.47  0.457
H  -2.02  -0.21  -1.68  -0.221
H  1.84  -2.19  1.32  0.368
H  2.57  -3.30  0.26  -0.991
H  0.69  -4.12  1.62  0.403
H  0.81  -4.65  0.00  0.559
H  -1.21  -2.86  -0.39  -0.115
H  -1.40  -4.47  0.19  0.854
H  -1.12  -3.26  2.62  0.391
H  -1.78  -1.92  1.71  -0.166
C  -4.41  -0.50  -5.15  -0.256
C  -3.17  -1.28  -5.60  -0.348
C  -2.23  -0.16  -6.03  -0.576
O  -2.54  0.96  -5.20  -0.432
C  -3.77  0.72  -4.50  0.275
H  -5.05  -1.05  -4.47  0.068
H  -5.00  -0.20  -6.01  0.330
H  -2.75  -1.82  -4.75  0.074
H  -3.37  -1.99  -6.40  0.438
H  -2.40  0.12  -7.08  0.377
H  -1.18  -0.41  -5.91  0.313
H  -3.54  0.52  -3.44  -0.370
H  -4.38  1.61  -4.56  0.292
C  7.87  2.28  5.82  -0.586
C  9.27  1.82  5.40  -0.570
C  8.95  0.54  4.63  -0.520
O  7.67  0.75  4.03  -0.310
C  7.05  1.91  4.59  -0.396
H  7.81  3.34  6.06  0.337
H  7.53  1.71  6.69  0.274
H  9.73  2.56  4.74  0.277
H  9.94  1.64  6.24  0.345
H  8.90  -0.32  5.30  0.301
H  9.68  0.33  3.84  0.278
H  7.06  2.71  3.85  0.275
H  6.01  1.67  4.83  0.269
C  -8.88  -2.62  -2.33  -0.563
C  -9.28  -2.39  -3.79  -0.607
C  -8.19  -1.45  -4.26  -0.450
O  -7.02  -1.78  -3.51  -0.330
C  -7.36  -2.65  -2.43  -0.382
H  -9.29  -3.53  -1.90  0.360
H  -9.21  -1.77  -1.72  0.268
H  -9.23  -3.34  -4.34  0.274
H  -10.28  -1.98  -3.91  0.347
H  -8.45  -0.40  -4.06  0.296
H  -7.96  -1.55  -5.32  0.281
H  -7.00  -3.65  -2.65  0.273
H  -6.87  -2.30  -1.52  0.171
C  -5.60  2.93  -0.91  -0.323
C  -4.56  3.00  0.22  -0.410
C  -3.46  3.84  -0.43  1.316
O  -4.12  4.73  -1.34  -0.501
C  -5.48  4.32  -1.52  -0.577
H  -6.61  2.71  -0.56  0.460
H  -5.31  2.17  -1.64  -0.042
H  -4.98  3.53  1.08  0.296
H  -4.21  2.03  0.55  0.182
H  -2.76  3.23  -1.00  -0.521
H  -2.90  4.43  0.29  -0.365
H  -6.13  5.04  -1.00  0.307
H  -5.72  4.35  -2.58  0.299
C  -2.82  8.32  3.19  -0.577
C  -2.79  6.84  2.81  -0.539
C  -1.92  6.87  1.56  0.341
O  -1.00  7.94  1.73  -0.411
C  -1.40  8.76  2.84  -0.490
H  -3.06  8.50  4.23  0.351
H  -3.54  8.86  2.57  0.275
H  -2.31  6.26  3.60  0.300
H  -3.77  6.41  2.62  0.313
H  -2.52  7.05  0.66  0.199
H  -1.36  5.95  1.41  -0.351
H  -0.71  8.58  3.67  0.274
H  -1.33  9.80  2.55  0.283

Output
DFT total energy in a.u.: -5265.06392
E_LUMO in Eh: -0.115
Charge: +1
Strongest force on any atom in eV/Å: 1.13

***

Entry 2:
Formula: C44H83F2N4O6
Source: OMol25
Level of theory: the ωB97M-V functional and the def2-TZVPD basis

Each line ends with the Mulliken charge.
Element x y z (Å)
C  -3.10  3.26  2.98  -0.819
C  -2.30  2.27  2.16  -0.313
C  -3.08  1.00  1.41  0.402
C  -2.82  0.89  -0.19  -1.732
N  -4.02  0.58  -1.05  0.626
C  -5.04  1.68  -1.09  0.590
C  -6.51  1.60  -1.88  -0.472
C  -7.45  2.92  -1.80  -0.246
N  -7.25  4.25  -1.14  -0.467
C  -5.93  4.41  -0.46  -0.317
C  -4.85  3.20  -0.42  -0.133
C  -4.56  -0.80  -0.79  0.913
F  -5.56  -0.63  0.33  -0.342
F  -5.41  -1.35  -1.92  -0.405
C  -3.46  -1.98  -0.52  -0.632
C  -4.06  -3.22  0.45  -0.800
C  -4.14  -2.88  2.03  0.269
C  -3.66  -4.19  2.94  -1.029
N  -2.07  -1.55  -0.17  0.938
C  -1.09  -2.70  -0.53  0.168
C  -0.21  -3.11  0.83  -0.220
N  1.07  -3.56  0.61  -0.574
C  -1.62  -0.20  -0.63  1.114
C  -0.32  0.24  0.30  -0.822
C  1.13  -0.15  -0.33  1.195
C  2.07  1.24  -0.45  -0.325
C  3.69  0.86  -0.54  0.102
C  4.67  2.14  -0.23  -0.640
C  4.44  2.84  1.25  -0.175
C  3.51  4.21  1.15  -0.399
C  4.39  5.59  0.93  -0.136
C  4.97  5.74  -0.62  -0.863
C  -1.37  0.02  -2.22  0.001
C  -1.59  -1.06  -3.44  -0.326
C  -1.25  -0.75  -5.05  -0.580
C  -0.70  0.73  -5.51  -0.591
C  -0.46  1.84  -4.30  -0.664
C  -0.75  1.49  -2.72  -0.277
H  -4.27  3.16  2.93  0.253
H  -2.54  4.12  3.60  0.262
H  -1.16  2.50  2.07  0.181
H  -4.24  1.24  1.55  0.257
H  -2.86  0.07  2.06  -0.137
H  -2.38  1.95  -0.52  0.827
H  -6.85  0.65  -2.47  0.292
H  -8.50  2.82  -2.38  0.291
H  -5.70  5.45  0.08  0.294
H  -3.83  3.45  0.15  0.116
H  -3.34  -2.54  -1.57  0.290
H  -3.45  -4.21  0.26  0.401
H  -5.16  -3.43  0.02  0.399
H  -3.49  -1.99  2.41  -0.138
H  -5.29  -2.66  2.30  0.089
H  -4.42  -5.05  2.71  0.334
H  -2.53  -4.47  2.68  0.207
H  -3.72  -3.87  4.08  0.358
H  -2.00  -1.54  0.90  0.281
H  -1.64  -3.68  -0.85  0.562
H  -0.32  -2.41  -1.35  0.098
H  -0.69  -2.97  1.91  0.176
H  1.30  -3.60  -0.41  0.278
H  -0.36  1.43  0.34  0.352
H  -0.38  -0.13  1.41  -0.164
H  1.70  -0.80  0.50  -0.717
H  1.13  -0.79  -1.30  -0.339
H  1.94  1.78  0.61  0.143
H  1.71  1.95  -1.30  0.032
H  3.98  -0.06  0.14  0.210
H  3.87  0.56  -1.67  -0.177
H  5.79  1.73  -0.24  0.278
H  4.62  2.99  -1.06  0.238
H  3.89  2.13  2.03  -0.001
H  5.44  3.17  1.78  0.327
H  2.71  4.09  0.26  0.074
H  2.87  4.39  2.14  0.274
H  3.72  6.54  1.11  0.322
H  5.30  5.68  1.70  -0.070
H  4.08  5.41  -1.34  0.200
H  5.24  6.85  -0.89  0.335
H  5.85  4.98  -0.79  0.213
H  -1.97  -2.14  -3.20  0.100
H  -1.40  -1.57  -5.90  0.393
H  -0.47  1.06  -6.62  0.323
H  -0.05  2.93  -4.55  0.311
H  -0.56  2.35  -1.93  0.224
C  1.68  -1.93  3.69  -0.900
C  3.09  -1.73  3.18  0.293
O  3.49  -0.38  3.36  -0.501
H  0.98  -1.27  3.16  0.015
H  1.36  -2.96  3.56  0.248
H  1.61  -1.67  4.75  0.553
H  3.15  -1.97  2.11  0.217
H  3.80  -2.37  3.72  -0.182
H  3.44  -0.18  4.31  0.312
C  0.03  -5.50  -6.81  -1.040
C  -0.91  -5.34  -5.63  -0.228
O  -0.36  -4.42  -4.70  -0.350
H  1.01  -5.85  -6.48  0.257
H  -0.38  -6.22  -7.53  0.357
H  0.18  -4.54  -7.31  0.325
H  -1.04  -6.30  -5.11  0.277
H  -1.89  -4.98  -5.95  0.263
H  -0.25  -3.57  -5.16  0.108
C  3.89  -1.05  -4.97  -1.271
C  2.80  -1.62  -4.09  -0.046
O  2.20  -0.58  -3.32  -0.023
H  4.66  -0.56  -4.36  0.281
H  4.37  -1.84  -5.56  0.399
H  3.49  -0.30  -5.65  0.346
H  3.21  -2.36  -3.39  0.303
H  2.03  -2.11  -4.69  0.099
H  1.83  0.06  -3.95  -0.009
C  7.71  6.58  4.01  -0.861
C  6.93  7.88  4.01  -0.271
O  5.55  7.61  4.21  -0.509
H  7.36  5.92  3.22  0.137
H  8.78  6.77  3.86  0.322
H  7.58  6.05  4.96  0.321
H  7.05  8.40  3.06  0.268
H  7.27  8.55  4.81  0.309
H  5.46  7.16  5.06  0.294
C  -8.77  -1.21  0.05  -0.407
C  -9.75  -1.60  1.14  -0.407
O  -9.12  -2.47  2.07  -0.513
H  -8.40  -2.10  -0.47  0.246
H  -9.25  -0.55  -0.68  0.335
H  -7.90  -0.70  0.48  -0.105
H  -10.61  -2.13  0.71  0.327
H  -10.12  -0.72  1.67  0.271
H  -8.37  -1.98  2.45  0.282
C  6.35  -5.53  3.97  -1.187
C  5.73  -4.15  3.86  -0.046
O  5.28  -3.72  5.14  -0.561
H  5.62  -6.25  4.37  0.304
H  6.70  -5.88  3.00  0.325
H  7.19  -5.52  4.67  0.342
H  4.87  -4.17  3.18  0.249
H  6.45  -3.43  3.48  0.250
H  6.05  -3.70  5.73  0.314

Output
DFT total energy in a.u.: -2595.28206
E_LUMO in Eh: -0.108
Charge: +1
Strongest force on any atom in eV/Å: 6.05

***

What is the DFT total energy in the first record? -5265.06392 a.u.